{"formula": "C2H5NO2", "method": "ωB97M-V/def2-TZVPD", "homo_ev": -10.150, "multiplicity": 1, "charge": 0, "homo_lumo_gap_ha": 0.4050, "smiles": "O=CNCO", "mol_weight_g_mol": 75.067, "energy_ev": -7740.062, "de_lowest_kj_mol": 66.50, "elements": ["O", "C", "N", "C", "O", "H", "H", "H", "H", "H"], "xyz": [[-0.973, -0.871, 1.378], [-0.255, -1.336, 0.515], [0.552, -0.566, -0.256], [0.432, 0.854, -0.184], [-0.772, 1.281, -0.837], [-0.312, -2.413, 0.309], [1.034, -0.974, -1.037], [0.356, 1.147, 0.860], [1.291, 1.357, -0.618], [-1.352, 1.520, -0.131]], "forces_ev_per_a": [[0.2, 0.0, 0.0], [-1.0, 0.3, 0.4], [0.5, -0.4, -0.1], [-0.9, 0.4, 0.1], [1.2, 0.0, -0.4], [0.6, 0.0, -0.3], [0.0, -0.1, -0.1], [0.2, -0.1, 0.1], [0.0, -0.2, -0.3], [-0.9, 0.2, 0.5]]}